The following is a quantum chemistry calculation of a cluster of 3 separate species, C4H14NO2 in total, from the Open Molecules 2025 dataset.

The geometry in XYZ format:
```
21
Properties=species:S:1:pos:R:3:mulliken_charge:R:1
C 0.56 1.06 0.51 -0.476
N -0.38 -0.13 0.38 -0.053
C -1.53 0.29 -0.58 -0.546
C -1.22 1.78 -0.88 -0.538
C -0.34 2.24 0.25 -0.563
H 0.96 1.09 1.53 0.367
H 1.26 0.90 -0.29 0.251
H -0.66 -0.61 1.23 0.356
H 0.15 -0.81 -0.17 0.240
H -2.42 0.10 -0.03 0.388
H -1.41 -0.31 -1.47 0.293
H -0.77 1.82 -1.86 0.305
H -2.17 2.32 -0.93 0.343
H -0.96 2.58 1.08 0.315
H 0.32 3.06 -0.06 0.321
H -0.38 -2.98 1.95 0.316
H 1.06 -3.33 1.69 0.315
O 0.33 -2.85 1.29 -0.616
H 2.80 -0.93 -1.23 0.300
H 1.65 -1.70 -1.92 0.317
O 1.92 -1.29 -1.09 -0.635
```

E: -365.81071 hartree
energy above the lowest of the compared OMol25 structures with the same formula, charge and spin: 52.5 kJ/mol
multiplicity: 1
HOMO: -0.5664 Ha
gap between HOMO and LUMO: 12.49 eV
maximum force: 1.97 eV/Å
total charge: +1

The following is a quantum chemistry calculation of a cluster of 3 separate species, C4H14NO2 in total, from the Open Molecules 2025 dataset.

The geometry in XYZ format:
```
21
Properties=species:S:1:pos:R:3:mulliken_charge:R:1
C 1.66 0.82 2.70 -1.362
C 1.32 0.88 1.23 -0.333
C 0.42 -0.29 0.90 -0.545
C -1.09 -0.62 -0.97 -0.251
N 0.07 -0.31 -0.58 0.057
H 2.33 1.59 3.06 0.363
H 2.13 -0.13 2.97 0.355
H 0.76 0.89 3.31 0.359
H 2.23 0.87 0.63 0.358
H 0.86 1.84 0.97 0.351
H -0.53 -0.24 1.42 0.459
H 0.99 -1.20 1.06 0.272
H -1.75 -1.33 -0.45 0.342
H -1.63 -0.03 -1.72 0.286
H 0.59 0.25 -1.26 0.263
H -0.01 2.48 -3.43 0.309
H 1.35 2.84 -2.92 0.319
O 0.64 2.19 -2.77 -0.618
H -4.05 -3.04 -1.56 0.329
H -3.05 -4.16 -1.49 0.324
O -3.23 -3.29 -1.11 -0.637
```

E: -365.75993 hartree
energy above the lowest of the compared OMol25 structures with the same formula, charge and spin: 185.9 kJ/mol
multiplicity: 1
HOMO: -0.5482 Ha
gap between HOMO and LUMO: 10.04 eV
maximum force: 2.04 eV/Å
total charge: +1

The following is a quantum chemistry calculation of a cluster of 2 separate species, C4H14NO2 in total, from the Open Molecules 2025 dataset.

The geometry in XYZ format:
```
21
Properties=species:S:1:pos:R:3:mulliken_charge:R:1
C 0.44 0.92 0.79 -0.744
C -0.72 1.01 -0.16 -0.672
C -0.60 0.07 -1.37 -0.516
C 0.69 0.33 -2.18 -0.531
O 0.90 1.71 -2.32 -0.497
N 0.57 -0.50 1.34 -0.271
H 1.38 1.07 0.28 0.435
H 0.43 1.58 1.66 0.334
H -0.71 2.02 -0.55 0.412
H -1.66 0.86 0.36 0.372
H -0.52 -0.98 -1.09 0.275
H -1.44 0.28 -2.01 0.380
H 0.61 -0.14 -3.17 0.392
H 1.53 -0.22 -1.71 0.284
H 1.80 1.85 -2.61 0.309
H -0.34 -1.01 1.40 0.356
H 1.19 -1.10 0.79 0.359
H 0.96 -0.54 2.28 0.360
H -1.45 -1.90 3.37 0.314
H -1.65 -3.13 2.44 0.308
O -1.38 -2.20 2.46 -0.658
```

E: -365.79599 hartree
energy above the lowest of the compared OMol25 structures with the same formula, charge and spin: 91.2 kJ/mol
multiplicity: 1
HOMO: -0.5063 Ha
gap between HOMO and LUMO: 10.40 eV
maximum force: 1.36 eV/Å
total charge: +1

The following is a quantum chemistry calculation of a cluster of 2 separate species, C4H14NO2 in total, from the Open Molecules 2025 dataset.

The geometry in XYZ format:
```
21
Properties=species:S:1:pos:R:3:mulliken_charge:R:1
O -0.46 0.02 -2.07 -0.555
C -1.50 0.16 -1.09 -0.724
C -0.88 0.72 0.17 0.307
N 0.37 -0.11 0.46 -0.014
C 1.59 0.66 0.87 -0.991
C -1.82 0.64 1.37 -1.446
H -0.44 -0.87 -2.44 0.325
H -2.21 0.83 -1.57 0.390
H -1.96 -0.81 -0.90 0.379
H -0.50 1.73 0.04 0.307
H 0.58 -0.74 -0.31 0.246
H 0.12 -0.72 1.24 0.411
H 2.23 -0.05 1.39 0.364
H 2.08 1.00 -0.02 0.310
H 1.28 1.34 1.65 0.434
H -2.79 1.09 1.12 0.388
H -1.36 1.11 2.21 0.396
H -1.94 -0.41 1.63 0.467
H 2.73 -2.50 -0.85 0.304
H 2.74 -1.33 -1.76 0.323
O 2.15 -1.78 -1.13 -0.622
```

E: -365.79594 hartree
energy above the lowest of the compared OMol25 structures with the same formula, charge and spin: 91.3 kJ/mol
multiplicity: 1
HOMO: -0.5429 Ha
gap between HOMO and LUMO: 11.86 eV
maximum force: 1.69 eV/Å
total charge: +1

The following is a quantum chemistry calculation of a cluster of 2 separate species, C4H14NO2 in total, from the Open Molecules 2025 dataset.

The geometry in XYZ format:
```
21
Properties=species:S:1:pos:R:3:mulliken_charge:R:1
C -0.85 -1.18 -1.12 -0.571
O -1.58 -0.04 -1.72 -0.593
C 0.23 -0.53 -0.23 0.177
C 1.58 -0.66 -0.89 -0.787
C 2.71 -0.26 0.05 -1.200
N -0.16 0.88 0.18 -0.180
H -1.59 -1.65 -0.47 0.356
H -0.37 -1.74 -1.91 0.408
H -2.28 -0.46 -2.23 0.335
H 0.21 -1.06 0.71 0.333
H 1.85 -1.72 -1.05 0.369
H 1.64 -0.16 -1.86 0.401
H 3.68 -0.01 -0.40 0.348
H 2.48 0.66 0.61 0.280
H 2.89 -1.09 0.73 0.333
H -0.94 1.10 -0.47 0.424
H 0.48 1.67 0.14 0.357
H -0.60 0.83 1.10 0.243
H -1.18 1.46 3.81 0.308
H -2.47 1.50 3.08 0.299
O -1.55 1.28 2.94 -0.639
```

E: -365.79030 hartree
energy above the lowest of the compared OMol25 structures with the same formula, charge and spin: 106.1 kJ/mol
multiplicity: 1
HOMO: -0.5551 Ha
gap between HOMO and LUMO: 12.15 eV
maximum force: 2.86 eV/Å
total charge: +1

The following is a quantum chemistry calculation of a cluster of 3 separate species, C4H14NO2 in total, from the Open Molecules 2025 dataset.

The geometry in XYZ format:
```
21
Properties=species:S:1:pos:R:3:mulliken_charge:R:1
C 1.79 0.01 -2.33 -1.060
C 2.09 0.63 -1.04 -0.645
C 0.89 0.91 -0.18 -0.093
C 0.52 0.14 0.83 0.169
N -0.55 0.70 1.79 -0.264
H 1.38 0.89 -3.00 0.347
H 2.74 -0.33 -2.85 0.327
H 1.25 -0.86 -2.37 0.341
H 2.95 0.25 -0.57 0.513
H 2.57 1.62 -1.19 0.348
H 0.17 1.68 -0.48 0.313
H 1.28 -0.52 1.33 0.367
H -0.93 1.60 1.29 0.405
H 0.06 0.66 2.64 0.408
H -1.45 0.18 2.06 0.409
H -3.24 0.31 3.49 0.314
H -2.62 -1.08 3.52 0.315
O -2.61 -0.26 3.10 -0.615
H -2.63 -2.66 -2.24 0.365
H -1.43 -1.87 -2.15 0.296
O -2.21 -2.00 -1.64 -0.556
```

E: -365.19548 hartree
energy above the lowest of the compared OMol25 structures with the same formula, charge and spin: 281.6 kJ/mol
multiplicity: 2
HOMO (alpha / beta): -0.6765 / -0.6438 Ha
gap between HOMO and LUMO (alpha / beta): 9.22 / 3.34 eV
maximum force: 5.91 eV/Å
total charge: +2

The following is a quantum chemistry calculation of a cluster of 3 separate species, C4H14NO2S in total, from the Open Molecules 2025 dataset.

The geometry in XYZ format:
```
22
Properties=species:S:1:pos:R:3:mulliken_charge:R:1
C -0.43 1.51 -1.50 -0.513
N -0.41 0.47 -0.47 0.010
C -0.56 -0.85 -1.04 -0.744
C -0.42 -1.91 0.05 -0.581
S 1.32 -1.98 0.69 -0.680
C -0.08 2.87 -0.90 -1.099
H -1.43 1.45 -1.93 0.366
H 0.30 1.29 -2.29 0.330
H 0.38 0.56 0.18 0.233
H -1.58 -0.91 -1.47 0.339
H 0.04 -1.08 -1.92 0.362
H -1.12 -1.80 0.87 0.122
H -0.57 -2.87 -0.45 0.288
H -0.93 3.36 -0.42 0.255
H 0.28 3.54 -1.68 0.354
H 0.69 2.73 -0.14 0.245
H -2.03 0.55 0.61 0.350
H -3.13 -0.34 1.30 0.300
O -2.95 0.54 0.95 -0.742
H 2.25 0.13 0.69 0.181
H 1.99 0.82 2.03 0.349
O 2.26 1.01 1.13 -0.723
```

E: -764.27329 hartree
energy above the lowest of the compared OMol25 structures with the same formula, charge and spin: 0.0 kJ/mol
multiplicity: 1
HOMO: -0.1120 Ha
gap between HOMO and LUMO: 6.85 eV
maximum force: 1.73 eV/Å
total charge: -1

The following is a quantum chemistry calculation of a cluster of 3 separate species, C4H14NO3 in total, from the Open Molecules 2025 dataset.

The geometry in XYZ format:
```
22
Properties=species:S:1:pos:R:3:mulliken_charge:R:1
C 0.83 1.43 1.27 -1.432
C -0.33 0.49 1.08 0.649
C -1.54 1.28 0.54 -1.464
N -0.06 -0.69 0.23 -0.352
C 0.80 -0.50 -0.96 -0.655
O 0.19 0.09 -2.02 -0.928
H 1.31 1.61 0.31 0.377
H 0.51 2.41 1.64 0.403
H 1.54 1.08 2.02 0.275
H -0.68 0.08 2.03 0.173
H -1.25 1.64 -0.45 0.335
H -2.39 0.61 0.43 0.380
H -1.74 2.19 1.11 0.423
H -0.95 -0.93 -0.19 0.232
H 1.71 0.05 -0.64 0.371
H 1.17 -1.52 -1.19 0.250
H 2.18 -1.49 1.22 0.314
H 1.10 -2.49 1.26 0.357
O 2.07 -2.45 1.33 -0.694
H -1.18 -1.39 -3.53 0.309
H -1.35 -0.46 -2.45 0.425
O -1.94 -1.04 -3.03 -0.746
```

E: -441.28888 hartree
energy above the lowest of the compared OMol25 structures with the same formula, charge and spin: 78.6 kJ/mol
multiplicity: 1
HOMO: -0.1267 Ha
gap between HOMO and LUMO: 7.24 eV
maximum force: 1.30 eV/Å
total charge: -1

The following is a quantum chemistry calculation of a structure of composition C4H14NO3, from the Open Molecules 2025 dataset.

The geometry in XYZ format:
```
22
Properties=species:S:1:pos:R:3:mulliken_charge:R:1
C -1.54 0.60 0.82 -0.792
N -0.10 0.29 0.80 -0.374
C 0.53 0.54 -0.53 -0.665
C 2.04 0.80 -0.46 -0.380
C 2.60 1.05 -1.95 -0.529
O 1.33 1.10 -3.11 -0.525
H -1.78 1.68 1.01 0.250
H -2.11 0.15 0.00 0.281
H -1.83 -0.08 1.70 0.312
H 0.04 -0.68 1.10 0.268
H 0.46 -0.39 -1.16 0.281
H 0.08 1.33 -1.14 0.436
H 2.67 -0.07 -0.19 0.244
H 2.17 1.70 0.18 0.258
H 3.42 0.27 -2.06 0.261
H 3.19 1.87 -2.34 0.404
H -1.28 -2.19 3.06 0.174
H 2.05 0.40 -2.85 0.230
O -1.41 -1.93 2.15 -1.079
H -2.76 -2.44 1.94 0.467
H -3.98 -1.57 1.35 0.240
O -3.79 -2.44 1.70 -0.762
```

E: -441.12384 hartree
energy above the lowest of the compared OMol25 structures with the same formula, charge and spin: 511.9 kJ/mol
multiplicity: 1
HOMO: -0.1438 Ha
gap between HOMO and LUMO: 6.96 eV
maximum force: 4.31 eV/Å
total charge: -1

The following is a quantum chemistry calculation of a cluster of 2 separate species, C4H14NO3 in total, from the Open Molecules 2025 dataset.

The geometry in XYZ format:
```
22
Properties=species:S:1:pos:R:3:mulliken_charge:R:1
C 0.42 -1.83 -1.31 -0.672
O -0.46 -2.15 -2.48 -0.488
C -0.46 -0.67 -0.60 0.297
C -0.18 -0.12 0.83 -0.877
C -0.98 1.14 1.13 -0.329
O -1.53 1.67 -0.14 -0.571
N -0.31 0.43 -1.59 -0.288
H 1.37 -1.52 -1.87 0.351
H 0.61 -2.66 -0.56 0.350
H -0.33 -3.02 -2.83 0.305
H -1.51 -1.12 -0.61 0.142
H 0.87 0.06 0.97 0.389
H -0.36 -0.88 1.60 0.424
H -0.31 1.88 1.54 0.193
H -1.90 1.19 1.72 0.391
H -2.39 1.94 -0.17 0.287
H -1.29 0.71 -1.98 0.357
H 0.17 1.27 -1.17 0.367
H 0.27 0.14 -2.39 0.364
H 2.30 1.82 3.15 0.312
H 3.40 0.78 3.63 0.316
O 2.62 0.94 3.12 -0.620
```

E: -440.96679 hartree
energy above the lowest of the compared OMol25 structures with the same formula, charge and spin: 240.5 kJ/mol
multiplicity: 1
HOMO: -0.5296 Ha
gap between HOMO and LUMO: 11.37 eV
maximum force: 4.57 eV/Å
total charge: +1

The following is a quantum chemistry calculation of a cluster of 3 separate species, C4H14NOS in total, from the Open Molecules 2025 dataset.

The geometry in XYZ format:
```
21
Properties=species:S:1:pos:R:3:mulliken_charge:R:1
C 0.83 -0.45 -1.68 -1.604
C -0.41 -0.52 -0.81 0.361
C -0.97 0.92 -0.88 -0.526
C -1.86 1.33 0.37 -0.693
S -3.01 -0.03 0.59 0.280
N -0.14 -0.73 0.62 -0.485
H 1.55 0.15 -1.12 0.484
H 1.36 -1.34 -1.97 0.382
H 0.59 0.13 -2.57 0.365
H -1.07 -1.33 -1.12 0.312
H -1.76 0.98 -1.65 0.357
H -0.16 1.66 -0.88 0.369
H -1.18 1.52 1.18 0.456
H -2.41 2.24 0.08 0.471
H -5.29 0.08 2.64 -0.187
H 0.59 -1.43 0.66 0.291
H -5.81 -0.46 2.78 0.193
H -0.93 -1.08 1.17 0.172
H 6.45 0.27 0.55 0.328
H 6.60 -1.37 1.10 0.323
O 7.05 -0.52 0.91 -0.650
```

E: -688.50045 hartree
energy above the lowest of the compared OMol25 structures with the same formula, charge and spin: 688.5 kJ/mol
multiplicity: 1
HOMO: -0.4826 Ha
gap between HOMO and LUMO: 3.62 eV
maximum force: 3.96 eV/Å
total charge: +1

The following is a quantum chemistry calculation of a cluster of 2 separate species, C4H14NS in total, from the Open Molecules 2025 dataset.

The geometry in XYZ format:
```
20
Properties=species:S:1:pos:R:3:mulliken_charge:R:1
C 0.88 -2.22 1.11 -0.855
S -0.57 -1.27 1.57 -0.077
C -1.78 -2.01 0.45 -0.826
H 1.00 -2.26 0.03 0.247
H 0.84 -3.24 1.48 0.341
H 1.76 -1.73 1.52 0.309
H -2.59 -1.29 0.30 0.306
H -1.31 -2.17 -0.53 0.238
H -2.16 -2.96 0.81 0.322
C 0.87 0.90 -1.01 -0.814
C 0.04 2.12 -1.36 -1.085
N 0.94 3.27 -1.76 -2.389
H 0.29 -0.02 -1.11 0.025
H 1.73 0.81 -1.67 0.537
H 1.23 0.96 0.01 0.330
H -0.60 1.94 -2.22 0.544
H -0.51 2.50 -0.50 0.372
H 1.61 3.53 -1.00 0.796
H 0.39 4.12 -2.06 0.930
H 1.51 3.01 -2.61 0.749
```

E: -613.60894 hartree
energy above the lowest of the compared OMol25 structures with the same formula, charge and spin: 0.0 kJ/mol
multiplicity: 2
HOMO (alpha / beta): -0.1336 / -0.3234 Ha
gap between HOMO and LUMO (alpha / beta): 4.42 / 9.47 eV
maximum force: 0.68 eV/Å
total charge: 0